(1)
Density functional theory data (ωB97M-V/def2-TZVPD) for a single C3H5NO2 molecule.

Structure (XYZ):
```
11
Properties=species:S:1:pos:R:3:nbo_charge:R:1
H -0.430 1.919 -0.868 0.412
C -0.322 -0.755 0.776 0.073
N 0.014 1.063 -0.549 -0.540
O -1.550 -0.577 -1.230 -0.671
C 1.297 0.982 -0.209 -0.177
H 1.816 1.876 0.125 0.185
O -0.800 -1.984 1.003 -0.640
C -0.727 -0.125 -0.417 0.455
H 0.080 -0.247 1.642 0.196
H 1.857 0.089 -0.436 0.203
H -1.234 -2.239 0.164 0.504
```

Computed properties:
HOMO (spin up / spin down)	-7.882 / -7.409	eV
E_tot	-322.456495	Eh
2S+1	1

***

(2)
Density functional theory data (ωB97M-V/def2-TZVPD) for a molecular structure, C15H12ClCsN2O9S.

Structure (XYZ):
```
41
Properties=species:S:1:pos:R:3:nbo_charge:R:1
C -2.728 2.304 0.864 0.045
O 6.815 0.240 -2.744 -1.034
O -3.351 -3.156 -0.134 -0.823
H 5.494 -0.821 0.179 0.225
Cl -0.551 -4.052 -0.535 -0.129
H -2.736 2.274 -2.326 0.500
H -2.008 -5.563 -1.621 0.213
C -3.472 3.443 1.131 -0.222
H 3.429 -0.170 1.370 0.195
C 3.454 -0.449 -2.468 -0.158
C 4.593 -0.602 -0.378 -0.155
H -3.237 3.172 4.500 0.248
H -3.874 4.031 0.320 0.226
N -2.171 1.538 1.801 -0.402
H -4.250 4.653 2.736 0.206
C -3.327 -3.939 -1.105 0.755
O 5.748 -1.635 -3.891 -1.037
C 2.258 0.027 -0.420 0.259
C -3.116 2.980 3.443 -0.202
O -0.825 0.203 3.784 -0.777
H 1.377 0.087 -2.377 0.194
C -2.349 1.874 3.076 0.110
O -2.096 1.252 5.332 -0.737
O -4.256 -4.380 -1.802 -0.745
C -2.450 1.855 -0.538 0.774
H 3.464 -0.548 -3.546 0.228
C 4.622 -0.694 -1.764 -0.373
C -3.671 3.779 2.465 -0.195
C -1.685 1.013 4.184 0.725
C 3.430 -0.245 0.287 -0.320
Cs -1.730 -1.559 1.591 0.967
S 6.157 -1.058 -2.617 2.416
N 1.113 0.466 0.240 -0.863
O -1.806 0.883 -0.831 -0.595
H -1.738 -4.090 -2.569 0.217
H 1.034 0.298 1.229 0.385
H 0.242 0.485 -0.265 0.392
C 2.284 -0.095 -1.809 -0.319
O -2.991 2.662 -1.476 -0.687
O 6.862 -1.983 -1.737 -1.036
C -1.958 -4.479 -1.579 -0.470
```

Computed properties:
total charge	-2
HOMO	-2.862	eV
E_tot	-2244.235184	Eh
2S+1	1

***

(3)
Density functional theory data (ωB97M-V/def2-TZVPD) for a molecular structure, C16H13AuN4OS.

Structure (XYZ):
```
36
Properties=species:S:1:pos:R:3:nbo_charge:R:1
H -3.684 -1.907 -2.394 0.237
H -0.254 -4.916 -0.484 0.225
H -2.233 -5.870 -1.624 0.228
C -1.666 4.157 -1.102 -0.272
H -1.400 5.190 -0.934 0.243
H 0.090 3.373 -0.148 0.217
C -2.118 -4.798 -1.541 -0.199
H -3.512 4.565 -2.144 0.238
C -0.856 -2.890 -0.794 -0.251
N -0.070 -0.019 3.086 0.051
C -2.840 3.801 -1.777 -0.129
Au 0.049 0.228 -0.083 0.785
C -3.079 -3.951 -2.078 -0.182
H -0.097 0.864 6.310 0.255
H -1.628 0.409 4.378 0.256
C -3.139 2.479 -1.984 -0.227
N -2.498 0.189 -1.694 -0.179
O -0.914 -0.369 2.208 -0.321
H 0.012 -2.477 -0.295 0.211
H 3.237 0.010 3.729 0.256
C -2.944 -2.575 -1.979 -0.245
N -1.117 1.853 -0.846 -0.560
C 1.699 0.434 5.142 -0.135
C 0.302 0.589 5.344 -0.200
C -2.251 1.509 -1.503 0.307
H -4.030 2.161 -2.505 0.248
C -0.839 3.159 -0.660 0.060
C 2.177 0.106 3.917 -0.222
N -1.672 -0.650 -1.224 -0.197
C -1.826 -2.057 -1.334 0.175
C -0.553 0.366 4.326 -0.005
H -3.945 -4.362 -2.580 0.229
C 1.302 -0.076 2.812 -0.011
C -1.009 -4.263 -0.901 -0.189
H 2.384 0.593 5.964 0.250
S 1.907 -0.293 1.262 0.053
```

Computed properties:
⟨S²⟩	3.823
total charge	+1
HOMO (spin up / spin down)	-10.007 / -11.522	eV
E_tot	-1445.267187	Eh
2S+1	4